[1]
The molecule C3H5N2. Source: the Open Molecules 2025 dataset; level of theory: ωB97M-V/def2-TZVPD.

Output
Kohn-Sham gap (spin up / spin down): 9.52 / 8.09 eV
⟨S²⟩: 0.759
Max |F|: 1.89 eV Å⁻¹
Multiplicity: 2
E_HOMO (spin up / spin down): -8.71 / -9.14 eV
Calculated total energy: -6167.251 eV
ΔE to the lowest compared entry with this formula, charge and spin: 239.52 kJ/mol

Bonds (Å) are listed after each position.
CARTESIAN COORDINATES (ANGSTROEM)
1 N -1.61 0.98 -0.73  C5 1.258, H10 1.022
2 N 1.46 -0.61 0.45  C3 1.368, C4 1.384
3 C 0.31 -1.35 0.44  N2 1.368, C4 1.767, H6 1.087, H9 1.096
4 C 0.53 0.41 0.46  N2 1.384, C3 1.767, C5 1.506, H7 1.089
5 C -0.40 0.63 -0.70  N1 1.258, C4 1.506, H8 1.088
6 H -0.01 -1.94 -0.41  C3 1.087
7 H 0.89 1.15 1.17  C4 1.089
8 H 0.13 0.45 -1.64  C5 1.088
9 H -0.06 -1.72 1.41  C3 1.096
10 H -1.95 1.17 0.22  N1 1.022


[2]
The ion C3H5N2 with charge +1. Source: the Open Molecules 2025 dataset; level of theory: ωB97M-V/def2-TZVPD.

Output
Kohn-Sham gap: 8.83 eV
Max |F|: 3.86 eV Å⁻¹
Multiplicity: 1
Charge: +1
E_HOMO: -14.93 eV
Calculated total energy: -6161.856 eV
SMILES string: C=CNC#[NH+]
ΔE to the lowest compared entry with this formula, charge and spin: 389.42 kJ/mol

Bonds (Å) are listed after each position.
CARTESIAN COORDINATES (ANGSTROEM)
1 N -0.68 -1.26 -0.13  C3 1.392, C5 1.276, H10 1.035
2 N -1.79 0.74 -0.04  C5 1.168, H6 0.979
3 C 0.60 -0.72 -0.01  N1 1.392, C4 1.321, H7 1.104
4 C 0.84 0.58 0.06  C3 1.321, H8 1.115, H9 1.140
5 C -1.55 -0.39 0.18  N1 1.276, N2 1.168
6 H -1.86 1.67 0.24  N2 0.979
7 H 1.36 -1.50 0.18  C3 1.104
8 H 1.90 0.83 0.28  C4 1.115
9 H 0.05 1.36 -0.20  C4 1.140
10 H -0.89 -2.25 0.09  N1 1.035


[3]
The ion C3H5N2 with charge +1. Source: the Open Molecules 2025 dataset; level of theory: ωB97M-V/def2-TZVPD.

Output
Kohn-Sham gap: 10.69 eV
Max |F|: 4.76 eV Å⁻¹
Multiplicity: 1
Charge: +1
E_HOMO: -16.44 eV
Calculated total energy: -6161.207 eV
SMILES string: C=NC1=[NH+]C1
ΔE to the lowest compared entry with this formula, charge and spin: 452.03 kJ/mol

Bonds (Å) are listed after each position.
CARTESIAN COORDINATES (ANGSTROEM)
1 N 0.97 0.43 0.21  C3 1.452, C4 1.228, H9 1.022
2 N -0.79 -1.00 -0.22  C4 1.257, C5 1.266
3 C 0.30 0.82 1.44  N1 1.452, C4 1.491, H7 1.136, H8 1.022
4 C -0.14 -0.09 0.34  N1 1.228, N2 1.257, C3 1.491
5 C -0.78 -1.00 -1.49  N2 1.266, H6 1.062, H10 1.118
6 H -1.24 -1.87 -1.86  C5 1.062
7 H 0.71 0.42 2.42  C3 1.136
8 H -0.20 1.70 1.37  C3 1.022
9 H 1.90 0.60 -0.18  N1 1.022
10 H -0.72 -0.01 -2.01  C5 1.118


[4]
A cluster of 2 separate species, C3H5N2 in total. Source: the Open Molecules 2025 dataset; level of theory: ωB97M-V/def2-TZVPD.

Output
Kohn-Sham gap (spin up / spin down): 6.15 / 9.32 eV
Max |F|: 3.46 eV Å⁻¹
Multiplicity: 1
Charge: +1
E_HOMO (spin up / spin down): -14.51 / -15.44 eV
Calculated total energy: -6157.378 eV
ΔE to the lowest compared entry with this formula, charge and spin: 821.49 kJ/mol

Bonds (Å) are listed after each position.
CARTESIAN COORDINATES (ANGSTROEM)
1 N 1.12 0.64 0.44  C3 1.453, C5 1.295, H8 1.055
2 N -0.96 0.53 0.91  C4 1.335, C5 1.415, H9 1.040
3 C 0.57 -0.24 -0.58  N1 1.453, C4 1.530, H6 1.070, H7 1.055
4 C -0.88 -0.33 -0.10  N2 1.335, C3 1.530
5 C 0.28 1.10 1.31  N1 1.295, N2 1.415
6 H 0.74 0.11 -1.58  C3 1.070
7 H 1.18 -1.10 -0.66  C3 1.055
8 H 2.14 0.83 0.66  N1 1.055
9 H -1.80 0.67 1.50  N2 1.040
10 H -2.38 -2.20 -1.89  no bonds


[5]
A cluster of 2 separate species, C3H5N2O in total. Source: the Open Molecules 2025 dataset; level of theory: ωB97M-V/def2-TZVPD.

Output
Kohn-Sham gap: 6.97 eV
Max |F|: 4.88 eV Å⁻¹
Multiplicity: 1
Charge: -1
E_HOMO: -2.54 eV
Calculated total energy: -8214.611 eV
ΔE to the lowest compared entry with this formula, charge and spin: 324.17 kJ/mol

Bonds (Å) are listed after each position.
CARTESIAN COORDINATES (ANGSTROEM)
1 O -1.65 -3.09 0.35  N3 1.277
2 N 1.40 0.94 0.16  C4 1.304, H7 0.965
3 N -0.39 -2.91 0.41  O1 1.277, C5 1.220
4 C 0.16 0.57 -0.01  N2 1.304, C6 1.547
5 C 0.36 -1.94 0.35  N3 1.220, H9 1.083
6 C -0.73 1.76 -0.43  C4 1.547, H8 1.162, H10 1.072, H11 1.010
7 H 1.96 0.16 0.25  N2 0.965
8 H -0.01 2.62 -0.10  C6 1.162
9 H 1.38 -1.71 0.61  C5 1.083
10 H -0.80 1.85 -1.49  C6 1.072
11 H -1.68 1.76 -0.10  C6 1.010


[6]
The ion C3H5N2O with charge +1. Source: the Open Molecules 2025 dataset; level of theory: ωB97M-V/def2-TZVPD.

Output
Kohn-Sham gap: 9.98 eV
Max |F|: 3.84 eV Å⁻¹
Multiplicity: 1
Charge: +1
E_HOMO: -15.12 eV
Calculated total energy: -8210.444 eV
SMILES string: C=NC[NH+]=C=O
ΔE to the lowest compared entry with this formula, charge and spin: 265.25 kJ/mol

Bonds (Å) are listed after each position.
CARTESIAN COORDINATES (ANGSTROEM)
1 O 2.77 0.70 0.03  C6 1.159
2 N 1.12 -1.08 0.10  C5 1.529, C6 1.269, H9 1.046
3 N -0.37 0.78 -0.17  C4 1.232, C5 1.462
4 C -1.36 1.44 0.14  N3 1.232, H7 1.031, H10 1.101
5 C -0.34 -0.68 -0.08  N2 1.529, N3 1.462, H8 1.188, H11 1.121
6 C 2.00 -0.16 0.02  O1 1.159, N2 1.269
7 H -2.22 0.92 0.39  C4 1.031
8 H -0.68 -1.06 -1.16  C5 1.188
9 H 1.35 -2.10 0.10  N2 1.046
10 H -1.40 2.53 -0.05  C4 1.101
11 H -0.88 -1.30 0.69  C5 1.121


[7]
The ion C3H5N2O2 with charge +1. Source: the Open Molecules 2025 dataset; level of theory: ωB97M-V/def2-TZVPD.

Output
Kohn-Sham gap: 8.98 eV
Max |F|: 5.23 eV Å⁻¹
Multiplicity: 1
Charge: +1
E_HOMO: -14.00 eV
Calculated total energy: -10255.563 eV
SMILES string: Cc1oc[nH+][n+]1[O-]
ΔE to the lowest compared entry with this formula, charge and spin: 396.93 kJ/mol

Bonds (Å) are listed after each position.
CARTESIAN COORDINATES (ANGSTROEM)
1 O -1.25 -1.57 -0.80  N3 1.205
2 O 0.70 1.23 0.22  C5 1.399, C7 1.337
3 N -0.60 -0.57 -0.64  O1 1.205, N4 1.424, C5 1.405
4 N -0.36 0.45 -1.60  N3 1.424, C7 1.298, H12 1.065
5 C 0.10 -0.02 0.44  O2 1.399, N3 1.405, C6 1.446
6 C 0.29 -0.77 1.66  C5 1.446, H8 1.140, H9 1.092, H10 1.244
7 C 0.32 1.41 -1.05  O2 1.337, N4 1.298, H11 1.088
8 H 1.11 -0.29 2.29  C6 1.140
9 H 0.51 -1.80 1.36  C6 1.092
10 H -0.77 -0.88 2.31  C6 1.244
11 H 0.70 2.26 -1.62  C7 1.088
12 H -0.73 0.56 -2.59  N4 1.065


[8]
The ion C3H5N2O2S2 with charge +1. Source: the Open Molecules 2025 dataset; level of theory: ωB97M-V/def2-TZVPD.

Output
Kohn-Sham gap (spin up / spin down): 7.39 / 6.97 eV
Max |F|: 4.40 eV Å⁻¹
Multiplicity: 1
Charge: +1
E_HOMO (spin up / spin down): -13.54 / -13.19 eV
Calculated total energy: -31927.166 eV
ΔE to the lowest compared entry with this formula, charge and spin: 226.45 kJ/mol

Bonds (Å) are listed after each position.
CARTESIAN COORDINATES (ANGSTROEM)
1 S -1.59 -2.17 0.22  C7 1.973, C9 1.668
2 S -3.52 0.29 -0.29  O3 1.482, O4 1.409, C9 1.887
3 O -3.32 1.70 0.14  S2 1.482
4 O -4.67 -0.49 -0.07  S2 1.409
5 N -0.82 1.68 0.30  C8 1.287, H12 1.142, H14 1.001
6 N 0.46 -0.28 -0.02  C7 1.448, C8 1.312, H11 1.004
7 C 0.29 -1.71 -0.14  S1 1.973, N6 1.448, H10 1.045, H13 1.108
8 C -0.61 0.41 0.30  N5 1.287, N6 1.312, C9 1.699
9 C -2.00 -0.57 0.43  S1 1.668, S2 1.887, C8 1.699
10 H 0.55 -2.18 -1.04  C7 1.045
11 H 1.42 -0.07 0.19  N6 1.004
12 H -1.92 2.00 0.31  N5 1.142
13 H 0.90 -2.33 0.55  C7 1.108
14 H -0.08 2.28 0.59  N5 1.001


[9]
The molecule C3H5N3. Source: the Open Molecules 2025 dataset; level of theory: ωB97M-V/def2-TZVPD.

Output
Kohn-Sham gap: 9.24 eV
Max |F|: 5.80 eV Å⁻¹
Multiplicity: 1
E_HOMO: -8.45 eV
Calculated total energy: -7659.110 eV
SMILES string: C1=NCC=NN1
ΔE to the lowest compared entry with this formula, charge and spin: 322.83 kJ/mol

Bonds (Å) are listed after each position.
CARTESIAN COORDINATES (ANGSTROEM)
1 N 1.12 -0.80 -0.11  N3 1.388, C4 1.386, H8 1.218
2 N -1.23 -0.78 0.01  C4 1.290, C5 1.551
3 N 1.32 0.54 -0.43  N1 1.388, C6 1.301
4 C -0.10 -1.42 0.05  N1 1.386, N2 1.290, H9 1.158
5 C -0.91 0.72 0.22  N2 1.551, C6 1.402, H10 1.134, H11 1.065
6 C 0.30 1.30 -0.20  N3 1.301, C5 1.402, H7 1.048
7 H 0.30 2.33 -0.39  C6 1.048
8 H 2.14 -1.37 0.24  N1 1.218
9 H -0.16 -2.57 -0.03  C4 1.158
10 H -1.64 1.05 -0.58  C5 1.134
11 H -1.15 1.01 1.22  C5 1.065


[10]
The molecule C3H5N3. Source: the Open Molecules 2025 dataset; level of theory: ωB97M-V/def2-TZVPD.

Output
Kohn-Sham gap: 7.22 eV
Max |F|: 0.50 eV Å⁻¹
Multiplicity: 1
E_HOMO: -7.14 eV
Calculated total energy: -7658.359 eV
ΔE to the lowest compared entry with this formula, charge and spin: 395.30 kJ/mol

Bonds (Å) are listed after each position.
CARTESIAN COORDINATES (ANGSTROEM)
1 N -1.85 0.84 0.17  N3 1.366, C5 1.345
2 N 0.78 -1.50 0.26  C4 1.461, H8 1.052, H9 1.023, H10 1.023
3 N -0.84 1.64 -0.28  N1 1.366, C6 1.351, H7 1.009
4 C 0.03 -0.26 0.07  N2 1.461, C5 1.415, C6 1.374
5 C -1.34 -0.38 0.41  N1 1.345, C4 1.415
6 C 0.36 1.00 -0.37  N3 1.351, C4 1.374, H11 1.082
7 H -1.03 2.60 -0.52  N3 1.009
8 H -0.05 -2.05 0.60  N2 1.052
9 H 1.51 -1.47 0.98  N2 1.023
10 H 1.16 -1.92 -0.59  N2 1.023
11 H 1.25 1.50 -0.71  C6 1.082